# C4H4O5S

A single C4H4O5S molecule (ωB97M-V/def2-TZVPD, the OMol25 dataset).

## Properties
relative energy (zero: lowest compared OMol25 entry of this formula, charge and spin) = 54.5 kcal per mole
strongest force on any atom = 4.30 eV/Å
E_LUMO = -0.027 hartree
orbital gap = 0.346 Eh

Geometry (Å):
C: -0.1527 1.2214 -1.3251
C: -0.5530 -0.5885 0.5724
C: 0.2803 -0.0658 -0.5851
C: -1.2729 0.3895 1.5654
O: -0.5965 2.2407 -0.8521
O: -0.4540 -1.7928 0.8342
O: 2.9498 -1.7626 -1.3059
O: 1.5597 -0.1042 0.0191
O: 0.4146 -1.1200 -1.5155
S: 1.7097 -1.6630 -0.5615
H: 0.0708 1.2311 -2.4138
H: -2.2429 0.2573 1.9530
H: -1.0461 1.4620 1.1998
H: -0.6667 0.2948 2.4150

***

# C3H4N2O

2 unconnected molecules or ions with the total composition C3H4N2O (ωB97M-V/def2-TZVPD, the OMol25 dataset).

## Properties
relative energy (zero: lowest compared OMol25 entry of this formula, charge and spin) = 79.9 kcal per mole
strongest force on any atom = 0.35 eV/Å
E_LUMO = 0.020 hartree
orbital gap = 0.344 Eh

Geometry (Å):
O: -1.4605 -0.9634 1.4415
C: -0.5583 -0.2230 0.9062
C: -0.7524 -0.0987 -0.5218
N: 0.5818 0.2370 -0.9169
C: 1.3054 0.3885 0.2028
N: 0.6683 0.1503 1.3403
H: -1.5244 -1.1464 0.1270
H: -1.5280 0.5724 -0.8908
H: 0.9105 0.4315 -1.8487
H: 2.3577 0.6517 0.1604

***

# C8H14N2O3S

A single C8H14N2O3S molecule (ωB97M-V/def2-TZVPD, the OMol25 dataset).

## Properties
relative energy (zero: lowest compared OMol25 entry of this formula, charge and spin) = 106.9 kcal per mole
strongest force on any atom = 3.99 eV/Å
E_LUMO = 0.015 hartree
orbital gap = 0.338 Eh
SMILES = CNC(=O)/C(CO/C=N\O)=C(/C)SC

Geometry (Å):
C: -1.5556 -0.4016 -0.2748
C: 0.5899 -0.9556 -1.6074
C: -0.1370 -0.0236 -0.6837
C: 1.8585 -2.3619 0.0614
C: 0.4196 1.0298 -0.0892
C: 1.7795 1.5054 -0.2758
C: -3.8916 0.2232 -0.3921
C: -0.0466 1.5392 2.5353
N: 2.8704 -2.6095 0.7078
N: -2.5731 0.2643 -0.9309
O: -1.7290 -1.1458 0.6384
O: 4.1391 -2.0200 0.3739
O: 1.8015 -1.5570 -1.0569
S: -0.6902 2.0084 0.8646
H: -0.2008 -1.6843 -1.7920
H: 0.9612 -0.4329 -2.4385
H: 4.0377 -1.3452 -0.3944
H: 0.9762 -3.0007 0.3581
H: 1.8586 2.1220 -1.2609
H: 2.5452 0.7225 -0.4221
H: 2.0133 2.3500 0.3941
H: -4.2458 1.2134 -0.0357
H: -4.5811 -0.1311 -1.1133
H: -4.0284 -0.6902 0.2749
H: -0.5830 2.1821 3.2939
H: 0.9263 1.8377 2.4632
H: -0.1706 0.4241 2.4602
H: -2.3441 0.9375 -1.6581

***

# C26H26N4O5

A single C26H26N4O5 molecule (ωB97M-V/def2-TZVPD, the OMol25 dataset).

## Properties
relative energy (zero: lowest compared OMol25 entry of this formula, charge and spin) = 11.1 kcal per mole
strongest force on any atom = 0.89 eV/Å
E_LUMO = -0.004 hartree
orbital gap = 0.311 Eh
SMILES = CC[C@H](C)NC(=O)Cn1c(=O)n(-c2ccccc2)c(=O)c2ccc(C(=O)NCc3ccco3)cc21

Geometry (Å):
C: -1.4056 -4.3633 -2.2277
C: -2.5335 -3.6100 -1.5333
H: -3.2171 -4.3222 -1.0690
C: -2.0117 -2.6607 -0.4512
N: -1.1619 -1.6516 -1.0520
C: 0.0911 -1.4002 -0.6630
O: 0.6916 -1.9976 0.2099
C: 0.7053 -0.2050 -1.4135
N: 0.1615 1.0363 -0.8872
C: -0.9335 1.5531 -1.5400
O: -1.4738 0.9427 -2.4445
N: -1.3795 2.7844 -1.1176
C: -0.8913 3.5022 -0.0242
O: -1.3151 4.6037 0.2387
C: 0.1242 2.7898 0.7517
C: 0.5835 3.3381 1.9509
C: 1.4955 2.6580 2.7239
C: 1.9564 1.4069 2.3096
C: 1.5440 0.8738 1.1000
C: 0.6211 1.5573 0.3095
H: 1.9280 -0.0806 0.7824
C: 2.9237 0.6701 3.1853
O: 3.7454 1.2471 3.8695
N: 2.7766 -0.6734 3.1761
H: 2.0963 -1.1113 2.5733
C: 3.6928 -1.5491 3.8800
C: 4.4920 -2.3703 2.9223
C: 5.4561 -2.0217 2.0217
C: 5.8190 -3.2143 1.3502
C: 5.0472 -4.1948 1.8905
O: 4.2390 -3.6941 2.8385
H: 4.9830 -5.2469 1.6961
H: 6.5522 -3.3219 0.5776
H: 5.8569 -1.0410 1.8667
H: 3.1347 -2.2162 4.5435
H: 4.3438 -0.8975 4.4704
H: 1.8594 3.0638 3.6544
H: 0.1909 4.2985 2.2474
C: -2.4534 3.3691 -1.8684
C: -3.6715 3.6026 -1.2508
C: -4.6999 4.1796 -1.9744
C: -4.5140 4.5114 -3.3056
C: -3.2948 4.2711 -3.9162
C: -2.2573 3.7034 -3.1986
H: -1.3024 3.5157 -3.6652
H: -3.1469 4.5308 -4.9536
H: -5.3197 4.9593 -3.8677
H: -5.6491 4.3676 -1.4958
H: -3.8066 3.3423 -0.2121
H: 1.7906 -0.2032 -1.3059
H: 0.4431 -0.2548 -2.4725
H: -1.5814 -1.0546 -1.7561
C: -3.1574 -1.9817 0.2976
H: -3.7899 -2.7255 0.7738
H: -2.7663 -1.3173 1.0649
H: -3.7640 -1.3985 -0.3927
H: -1.3796 -3.2119 0.2530
H: -3.0986 -3.0319 -2.2683
H: -1.8070 -5.0389 -2.9787
H: -0.8373 -4.9459 -1.5065
H: -0.7250 -3.6705 -2.7170

***

# C22H14Co2N4O8

A molecular structure, C22H14Co2N4O8 (ωB97M-V/def2-TZVPD, the OMol25 dataset).

## Properties
total charge = -2
strongest force on any atom = 3.63 eV/Å
E_LUMO = 0.163 hartree
orbital gap = 0.193 Eh

Geometry (Å):
O: -0.5183 4.2478 2.4376
C: 0.2100 3.4136 2.1166
Co: 1.1994 2.0332 1.5932
C: 0.5259 1.7766 -0.0268
O: 0.0483 1.6797 -1.0795
C: 2.8016 2.8113 1.2286
O: 3.7865 3.3601 0.9683
C: 1.4586 0.6459 2.8221
C: 0.1070 0.7847 2.5986
C: -1.1913 0.7498 2.9863
C: -2.3607 0.2734 2.2520
C: -3.5966 0.9109 2.5234
C: -4.7509 0.5750 1.8359
C: -4.7085 -0.4255 0.8529
C: -3.5034 -1.0777 0.5655
C: -2.3370 -0.7227 1.2498
Co: 1.6773 -0.9077 1.7151
C: 3.2626 -0.5588 1.1731
O: 4.3237 -0.2826 0.7933
C: 1.5735 -2.1555 2.9307
O: 1.4899 -2.9759 3.7405
C: 1.0021 -1.5860 0.2249
O: 0.6396 -2.0788 -0.7616
H: 2.0319 0.7611 3.7356
H: -1.4466 1.3239 3.8900
H: -3.6007 1.7019 3.2739
H: -5.6799 1.0923 2.0761
H: -5.6211 -0.7082 0.3311
H: -3.4644 -1.8611 -0.1971
H: -1.3784 -1.1901 1.0026
C: -3.1660 2.8398 8.0180
N: -2.8799 1.4479 7.7492
C: -3.1036 0.5957 8.8381
O: -3.5059 1.0137 9.9174
N: -2.8408 -0.7927 8.6520
C: -3.0408 -1.6871 9.7815
C: -2.3825 -1.2305 7.4636
C: -2.2053 -0.3637 6.3403
C: -2.4867 1.0515 6.4539
O: -2.4082 1.9036 5.5637
N: -1.6947 -1.1074 5.3366
C: -1.5697 -2.3691 5.8361
N: -1.9863 -2.4883 7.1408
H: -2.9367 3.4142 7.1266
H: -4.2211 2.9505 8.2840
H: -2.5542 3.1730 8.8599
H: -2.7652 -2.6779 9.4333
H: -2.4035 -1.3817 10.6154
H: -4.0901 -1.6646 10.0862
H: -1.1660 -3.1885 5.2608

***

# C3H10N2S

A single C3H10N2S molecule (ωB97M-V/def2-TZVPD, the OMol25 dataset).

## Properties
relative energy (zero: lowest compared OMol25 entry of this formula, charge and spin) = 37.5 kcal per mole
strongest force on any atom = 5.96 eV/Å
E_LUMO = 0.034 hartree
orbital gap = 0.354 Eh
SMILES = NC[C@H](N)CS

Geometry (Å):
N: -0.2548 1.2072 0.8576
C: 0.0765 -0.0396 0.2331
C: 1.4797 -0.2494 0.1363
S: 2.5658 -0.7869 1.4917
C: -0.7465 -0.3828 -1.0721
N: -2.1574 -0.0860 -0.9737
H: 0.2945 2.0140 0.4074
H: 1.4906 -0.5902 2.2782
H: 0.0972 1.1683 1.8065
H: -0.2895 -0.9027 0.7938
H: 1.6996 -1.0590 -0.6486
H: 1.8266 0.5909 -0.4105
H: -0.7048 -1.4632 -1.3249
H: -0.3731 0.3446 -1.9108
H: -2.3003 0.9002 -1.2813
H: -2.7041 -0.6655 -0.3827

***

# C14H25BBrCl12O3S

5 unconnected molecules or ions with the total composition C14H25BBrCl12O3S (ωB97M-V/def2-TZVPD, the OMol25 dataset).

## Properties
total charge = -1
strongest force on any atom = 0.58 eV/Å
E_LUMO = 0.061 hartree
orbital gap = 0.228 Eh

Geometry (Å):
C: 2.5098 1.1794 -2.2843
C: 2.3057 -0.2906 -1.9049
O: 0.9521 -0.6811 -1.9279
C: 0.4898 -0.9865 -3.2410
C: -1.0224 -1.0844 -3.2609
B: -1.9212 0.2810 -3.1140
S: -1.1938 1.7542 -4.2016
C: -3.4136 -0.0577 -3.7440
C: -4.4080 1.1033 -3.7148
C: -5.0118 1.4783 -5.0483
O: -4.9399 0.8680 -6.0817
O: -5.7478 2.6319 -5.0173
C: -2.1255 0.8249 -1.5675
Br: -0.7747 2.1594 -0.9289
C: -2.1468 -0.3016 -0.5428
C: -2.5937 0.1178 0.8670
H: 3.5351 1.3627 -2.6232
H: 2.3040 1.8188 -1.4247
H: 1.8092 1.4669 -3.0738
H: 2.9045 -0.9399 -2.5627
H: 2.6530 -0.4471 -0.8767
H: 0.9374 -1.9583 -3.5275
H: 0.8515 -0.2501 -3.9707
H: -1.2982 -1.8528 -2.5262
H: -1.2754 -1.5096 -4.2451
H: -1.2993 1.1848 -5.4128
H: -3.2415 -0.3457 -4.7862
H: -3.8292 -0.9497 -3.2545
H: -3.9293 2.0068 -3.3136
H: -5.2610 0.8654 -3.0637
H: -5.5941 3.0555 -4.1627
H: -3.0530 1.3966 -1.4581
H: -1.1546 -0.7540 -0.4973
H: -2.8781 -1.0353 -0.9109
H: -3.3757 0.8866 0.8091
H: -3.0187 -0.7250 1.4158
H: -1.7659 0.5609 1.4242
C: -0.8271 -3.3773 2.4007
Cl: -1.9342 -3.6193 1.0513
Cl: 0.8190 -3.1247 1.8229
Cl: -1.3428 -2.0358 3.4251
H: -0.8355 -4.2750 3.0039
C: 1.0567 -3.3627 6.8841
Cl: 2.7816 -3.4433 7.2497
Cl: 0.6358 -1.8206 6.1551
Cl: 0.5791 -4.7090 5.8428
H: 0.5134 -3.4577 7.8143
C: 2.8099 1.0198 4.3003
Cl: 4.5213 0.8949 4.7259
Cl: 2.4449 2.6168 3.6464
Cl: 2.3414 -0.2449 3.1731
H: 2.2356 0.8904 5.2081
C: 7.9238 3.1173 5.4329
Cl: 7.2395 2.5301 6.9513
Cl: 8.6405 1.7897 4.5179
Cl: 6.7086 3.9567 4.4756
H: 8.7092 3.8209 5.6726

***

# CHO2Pb

A molecular structure, CHO2Pb (ωB97M-V/def2-TZVPD, the OMol25 dataset).

## Properties
2S+1 = 2
relative energy (zero: lowest compared OMol25 entry of this formula, charge and spin) = 36.0 kcal per mole
strongest force on any atom = 0.93 eV/Å
E_LUMO (alpha / beta) = -0.024 / -0.023 hartree
orbital gap (alpha / beta) = 0.225 / 0.284 Eh

Geometry (Å):
H: -0.7189 -1.4966 0.0906
O: -0.1267 1.4131 0.0037
O: -0.1344 -0.7379 -0.0563
C: -0.9255 0.4622 -0.0887
Pb: 1.9056 0.3593 0.0507

***

# C9H10N3OS

A gas-phase ion, C9H10N3OS (charge +1) (ωB97M-V/def2-TZVPD, the OMol25 dataset).

## Properties
relative energy (zero: lowest compared OMol25 entry of this formula, charge and spin) = 73.7 kcal per mole
total charge = +1
strongest force on any atom = 4.29 eV/Å
E_LUMO (alpha / beta) = -0.208 / -0.229 hartree
orbital gap (alpha / beta) = 0.233 / 0.208 Eh

Geometry (Å):
C: 2.7678 1.7414 -0.0997
C: 2.6454 0.9258 -1.2185
C: 1.9543 1.6391 0.9790
C: 1.5591 0.0797 -1.2672
C: 0.8896 0.7810 0.8775
C: 0.6392 -0.0938 -0.2303
C: -1.5695 -1.2285 0.5415
C: -2.0914 1.2100 0.9370
C: -0.4525 -1.0510 -0.2647
N: -2.8054 2.0248 -1.5934
N: -1.9933 -0.1362 1.3424
N: -2.2938 -2.3611 0.7072
O: -2.4722 2.1264 1.5277
S: -1.6294 1.2467 -1.0139
H: 3.6998 2.2940 -0.3311
H: 3.2899 0.9382 -2.0938
H: 2.1045 2.1732 1.8770
H: 1.5927 -0.5875 -2.1296
H: 0.1017 0.6087 1.6958
H: -0.3617 -1.8965 -0.9435
H: -2.6269 2.3931 -2.6061
H: -2.5445 -0.4093 2.0677
H: -1.8610 -3.1659 0.4343
H: -3.0963 -2.4776 1.3157

***

# C18H25F3N4O4

A single C18H25F3N4O4 molecule (ωB97M-V/def2-TZVPD, the OMol25 dataset).

## Properties
relative energy (zero: lowest compared OMol25 entry of this formula, charge and spin) = 7.8 kcal per mole
strongest force on any atom = 0.23 eV/Å
E_LUMO = 0.020 hartree
orbital gap = 0.367 Eh
SMILES = CCCc1ncoc1C(=O)NC1(CNC(=O)[C@@H](NC(=O)C(F)(F)F)C(C)C)CC1

Geometry (Å):
C: 3.2765 -1.9353 4.4743
C: 3.6039 -1.3575 3.1047
C: 2.6684 -0.2016 2.7419
C: 2.9739 0.3785 1.4071
N: 3.7415 1.5269 1.2403
C: 3.7677 1.7257 -0.0296
O: 3.0909 0.8226 -0.7599
C: 2.5925 -0.0500 0.1803
C: 1.6895 -1.1320 -0.2296
O: 1.3874 -2.0242 0.5438
N: 1.2018 -1.0323 -1.5003
C: 0.2070 -1.9383 -1.9935
C: -1.2244 -1.5689 -1.6489
N: -1.3887 -1.2638 -0.2361
C: -1.3309 -0.0273 0.3372
O: -0.9485 0.1326 1.4821
C: -1.8985 1.1607 -0.4571
N: -3.3476 1.1046 -0.2927
C: -4.1546 0.6749 -1.2753
O: -3.8185 0.3535 -2.3935
C: -5.6550 0.6274 -0.9069
F: -5.8789 0.9537 0.3820
F: -6.3410 1.4837 -1.6657
F: -6.1411 -0.5966 -1.1062
C: -1.3294 2.5007 0.0070
C: -1.9959 3.6540 -0.7375
C: 0.1805 2.5263 -0.2091
C: 0.4595 -2.5771 -3.3272
C: 0.5916 -3.3845 -2.0668
H: 3.9423 -2.7613 4.7264
H: 3.3732 -1.1773 5.2544
H: 2.2518 -2.3106 4.4998
H: 4.6388 -1.0051 3.0822
H: 3.5081 -2.1307 2.3397
H: 1.6357 -0.5567 2.7406
H: 2.7544 0.5964 3.4823
H: 4.2659 2.5137 -0.5699
H: 1.4511 -0.2226 -2.0455
H: -1.5644 -0.7252 -2.2459
H: -1.8759 -2.4040 -1.9158
H: -0.9779 -1.9562 0.3818
H: -1.7165 1.0548 -1.5257
H: -3.7321 1.2718 0.6242
H: -1.5233 2.5919 1.0795
H: -1.8169 3.5741 -1.8132
H: -3.0738 3.6813 -0.5793
H: -1.5845 4.6062 -0.4013
H: 0.4200 2.3762 -1.2671
H: 0.5887 3.4938 0.0856
H: 0.6790 1.7583 0.3806
H: -0.3994 -2.7469 -3.9625
H: 1.3670 -2.3009 -3.8456
H: 1.5836 -3.6442 -1.7296
H: -0.1749 -4.1130 -1.8406

***

# C24H58N6O4

6 unconnected molecules or ions with the total composition C24H58N6O4 (ωB97M-V/def2-TZVPD, the OMol25 dataset).

## Properties
2S+1 = 2
total charge = -1
strongest force on any atom = 2.62 eV/Å
E_LUMO (alpha / beta) = 0.084 / 0.083 hartree
orbital gap (alpha / beta) = 0.072 / 0.303 Eh

Geometry (Å):
C: 3.5435 -2.3075 -4.3892
C: 2.5844 -2.8294 -5.4334
N: 1.1760 -2.7468 -5.0056
C: 0.2970 -2.3697 -6.1717
C: 0.2382 -3.5216 -7.1661
C: 0.6905 -3.9079 -4.2908
C: -0.7496 -3.9695 -3.9683
H: 4.5655 -2.3735 -4.7624
H: 3.3464 -2.9338 -3.5192
H: 3.2002 -1.2825 -4.2490
H: 2.6955 -2.2150 -6.3269
H: 2.8895 -3.8525 -5.6529
H: -0.7073 -2.0749 -5.8673
H: 0.5612 -1.4132 -6.6227
H: -0.2037 -4.4698 -6.8600
H: -0.1889 -3.1671 -8.1042
H: 1.2990 -3.6271 -7.3935
H: 1.1861 -3.8588 -3.3213
H: 1.0371 -4.8374 -4.7426
H: -1.2025 -3.0407 -3.6214
H: -0.8506 -4.7658 -3.2309
H: -1.3683 -4.3712 -4.7707
C: -0.7501 1.4839 8.0679
C: -0.5909 1.6678 6.5652
N: -1.5589 2.5055 5.9084
C: -1.0936 2.7447 4.5352
C: -2.0753 3.5123 3.6147
C: -1.5953 3.8844 6.4924
C: -3.0067 3.9277 7.0256
H: -0.5019 2.3898 8.6209
H: -0.1339 0.6423 8.3841
H: -1.7628 1.1893 8.3431
H: 0.4300 1.9696 6.3312
H: -0.5485 0.7295 6.0121
H: -0.0539 3.0649 4.4673
H: -1.0649 1.7462 4.0992
H: -3.0607 3.0600 3.7273
H: -2.1948 4.5410 3.9548
H: -1.5979 3.5130 2.6349
H: -1.3954 4.6286 5.7215
H: -0.8578 4.0761 7.2718
H: -3.7210 3.6861 6.2385
H: -3.2000 4.9767 7.2498
H: -3.2118 3.2802 7.8781
C: -0.9890 0.2311 -3.7471
C: -1.7723 1.4413 -3.5545
O: -2.2846 2.1165 -4.4277
N: -1.9098 1.8017 -2.2726
C: -2.8112 2.8034 -1.7148
H: -0.8567 -0.2547 -2.7804
H: -0.0512 0.4463 -4.2592
H: -1.6147 -0.3661 -4.4104
H: -1.2503 1.3856 -1.6308
H: -3.7153 2.2858 -1.3940
H: -3.0173 3.6187 -2.4082
H: -2.4458 3.2099 -0.7717
C: 2.5746 -5.8396 1.0907
C: 1.1944 -5.2953 1.3779
O: 0.9936 -4.6852 2.4306
N: 0.2062 -5.5464 0.4713
C: -1.2144 -5.1724 0.6136
H: 3.1399 -5.3863 0.2765
H: 2.4820 -6.7609 0.5156
H: 3.1893 -5.9454 1.9846
H: 0.4493 -6.0726 -0.3558
H: -1.1264 -4.1903 1.0781
H: -1.7750 -5.9013 1.1989
H: -1.4295 -5.1036 -0.4528
C: -0.0301 -0.6642 2.1557
C: 0.1448 -0.3817 0.7434
O: -0.2148 0.6775 0.2112
N: 0.7945 -1.3099 0.0409
C: 1.1798 -1.1613 -1.3083
H: 0.7645 -0.3035 2.8088
H: -0.2901 -1.7187 2.2476
H: -0.9014 -0.1429 2.5522
H: 0.9346 -2.2115 0.4739
H: 2.1564 -1.6292 -1.4326
H: 1.0490 -0.1724 -1.7476
H: 0.4526 -1.7485 -1.8691
C: 1.7679 7.2564 0.5675
C: 1.1553 5.8355 0.4992
O: 0.1556 5.5905 1.2088
N: 1.6519 4.8994 -0.3791
C: 1.3068 3.4712 -0.3649
H: 1.0792 8.0220 0.9248
H: 1.8161 7.5585 -0.4787
H: 2.7668 7.4780 0.9432
H: 2.2749 5.1029 -1.1476
H: 0.6003 3.3181 0.4509
H: 2.1937 2.8376 -0.3583
H: 0.7330 3.2921 -1.2741

***

# C4H8N4

A single C4H8N4 molecule (ωB97M-V/def2-TZVPD, the OMol25 dataset).

## Properties
relative energy (zero: lowest compared OMol25 entry of this formula, charge and spin) = 69.0 kcal per mole
strongest force on any atom = 7.11 eV/Å
E_LUMO = 0.030 hartree
orbital gap = 0.306 Eh
SMILES = CNc1c[nH]c(N)n1

Geometry (Å):
C: 0.5838 2.1511 -1.2125
C: 0.2443 0.4609 0.6832
C: 0.3626 -0.2778 1.7820
C: -0.6526 -1.3070 -0.0967
H: -0.5754 2.4675 -1.4130
H: 0.9112 1.3774 -1.9208
H: 1.1645 3.0414 -1.0632
H: 1.5648 1.8926 0.8451
H: 1.0407 -0.1594 2.6070
H: -0.0701 -2.5157 1.4661
H: -1.9800 -1.9544 -1.6253
H: -1.7004 -2.8356 -0.0425
N: 0.6756 1.7578 0.2449
N: -0.1277 -1.5876 1.2024
N: -1.2174 -2.3326 -0.8627
N: -0.2242 -0.1787 -0.5941

***

| no. | total energy (Eh) |
| --- | --- |
| 1 | -929.10445 |
| 2 | -301.35983 |
| 3 | -1046.51219 |
| 4 | -1601.69943 |
| 5 | -4433.22663 |
| 6 | -627.93492 |
| 7 | -9293.61285 |
| 8 | -381.94465 |
| 9 | -986.28401 |
| 10 | -1520.54488 |
| 11 | -1578.65981 |
| 12 | -376.13851 |